DFT (wB97M-V/def2-TZVPD) results for a structure of composition C3H5AlLiO4.

```
14
C3H5AlLiO4 | the Open Molecules 2025 dataset | wB97M-V/def2-TZVPD
Li 1.250 0.575 1.972
Al 1.660 0.481 -0.794
O -0.151 1.882 0.125
O -0.460 0.192 -1.591
O -0.338 -0.431 0.595
C 0.469 -1.620 0.316
C 1.923 -1.366 -0.050
C -0.901 0.396 -0.399
H 0.398 -2.108 1.302
H -0.088 -2.145 -0.472
H 2.235 -2.132 -0.779
H 2.557 -1.488 0.850
O -2.238 0.377 -0.116
H -2.620 1.171 -0.510
```

Results
- Kohn-Sham gap (alpha / beta) (eV) = 8.0 / 6.4
- HOMO energy (alpha / beta) (eV) = -14.47 / -12.80
- charge = +1
- max |F| (eV/A) = 3.56
- energy above the lowest of the compared OMol25 structures with the same formula, charge and spin (kJ/mol) = 0.0

=====

DFT (wB97M-V/def2-TZVPD) results for a cluster of 2 separate species, C4H12N2O in total.

```
19
C4H12N2O | the Open Molecules 2025 dataset | wB97M-V/def2-TZVPD
C 0.255 -1.546 1.122
C -0.883 -0.526 1.199
C -0.984 0.268 -0.057
C -1.478 1.555 -0.178
N -2.036 1.995 -1.308
N 1.536 -0.880 1.217
H 0.078 -2.153 0.232
H 0.144 -2.153 2.031
H -1.769 -1.108 1.445
H -0.718 0.146 2.051
H -0.096 0.040 -0.685
H -1.479 2.220 0.685
H -2.627 2.807 -1.234
H -1.803 1.385 -2.078
H 2.271 -1.504 0.943
H 1.553 0.025 0.779
H 3.175 -0.758 -2.061
H 2.053 0.114 -2.334
O 2.808 0.073 -1.769
```

Results
- Kohn-Sham gap (alpha / beta) (eV) = 7.9 / 5.9
- HOMO energy (alpha / beta) (eV) = -12.62 / -12.60
- charge = +1
- 2S+1 = 2
- expectation value of S² = 0.758
- max |F| (eV/A) = 3.14
- energy above the lowest of the compared OMol25 structures with the same formula, charge and spin (kJ/mol) = 125.9

=====

DFT (wB97M-V/def2-TZVPD) results for a structure of composition C3H4BrIO2.

```
11
C3H4BrIO2 | the Open Molecules 2025 dataset | wB97M-V/def2-TZVPD
C -1.406 -0.617 0.322
C 0.838 -0.067 0.337
C -2.757 -0.461 -0.405
O -1.247 -1.320 1.309
O -0.418 0.065 -0.251
Br -3.957 -1.893 -0.020
I -3.621 1.484 -0.022
H 0.916 -1.047 0.925
H 0.801 0.650 1.168
H 1.559 0.027 -0.461
H -2.757 -0.394 -1.490
```

Results
- Kohn-Sham gap (eV) = 9.6
- HOMO energy (eV) = -9.87
- max |F| (eV/A) = 2.90
- energy above the lowest of the compared OMol25 structures with the same formula, charge and spin (kJ/mol) = 51.9

=====

DFT (wB97M-V/def2-TZVPD) results for a cluster of 6 separate species, H12O6 in total.

```
18
H12O6 | the Open Molecules 2025 dataset | wB97M-V/def2-TZVPD
O -0.379 -0.394 1.842
H -0.974 -0.789 1.174
H -0.262 0.580 1.519
O -0.413 2.084 0.434
H -1.215 1.651 0.046
H 0.244 2.247 -0.292
O -2.253 -0.148 -0.225
H -3.222 -0.791 -0.288
H -1.692 -0.624 -0.943
O -0.144 -1.181 -1.610
H 0.573 -0.461 -1.732
H 0.148 -1.919 -0.959
O 1.490 -1.303 0.698
H 0.830 -0.490 1.078
H 2.033 -1.618 1.488
O 1.372 1.346 -0.711
H 2.251 1.375 -1.143
H 1.613 0.435 -0.375
```

Results
- SMILES string = O.O.O.O.O.O
- Kohn-Sham gap (eV) = 10.8
- HOMO energy (eV) = -10.46
- max |F| (eV/A) = 5.94
- energy above the lowest of the compared OMol25 structures with the same formula, charge and spin (kJ/mol) = 299.2

=====

DFT (wB97M-V/def2-TZVPD) results for a structure of composition C35H30F6InN7O5S2Si.

```
87
C35H30F6InN7O5S2Si | the Open Molecules 2025 dataset | wB97M-V/def2-TZVPD
In -0.095 -0.054 -0.309
C 3.969 1.630 -1.241
C 4.227 2.618 -0.294
C 3.361 2.765 0.763
C 2.231 1.935 0.877
N 1.994 0.988 -0.052
C 2.844 0.855 -1.080
N 1.457 2.158 1.985
C 0.358 1.579 2.313
N -0.355 0.570 1.700
C -1.378 0.170 2.535
N -2.201 -0.815 2.458
C -2.299 -1.753 1.462
C -3.308 -2.716 1.644
C -3.474 -3.726 0.726
C -2.620 -3.785 -0.371
C -1.655 -2.812 -0.494
N -1.490 -1.816 0.387
C -1.379 1.044 3.723
C -2.200 1.078 4.831
C -1.908 2.019 5.811
C -0.830 2.890 5.676
C -0.009 2.850 4.555
C -0.306 1.913 3.587
H 4.619 1.482 -2.092
H 5.094 3.259 -0.391
H 3.505 3.517 1.524
H 2.590 0.082 -1.794
H -3.937 -2.623 2.516
H -4.256 -4.464 0.854
H -2.717 -4.561 -1.117
H -0.966 -2.812 -1.330
H -3.036 0.395 4.915
H -2.523 2.073 6.701
H -0.627 3.604 6.463
H 0.831 3.522 4.432
F 0.339 5.332 -1.257
C -0.725 4.695 -1.741
F -1.706 5.567 -1.938
F -0.402 4.128 -2.903
S -1.198 3.389 -0.510
O -0.184 2.366 -0.740
O -1.202 4.006 0.772
N -2.604 2.944 -1.071
S -3.101 1.626 -0.374
O -3.368 1.740 1.021
O -2.350 0.443 -0.789
C -4.719 1.349 -1.241
F -5.421 2.466 -1.362
F -4.492 0.839 -2.453
F -5.413 0.469 -0.523
C -1.037 0.863 -3.686
Si 0.028 -0.671 -3.698
C 1.547 -0.256 -4.766
C -0.999 -2.098 -4.418
N 0.555 -1.096 -2.072
C 1.421 -2.163 -1.859
C 1.899 -2.968 -2.910
C 2.761 -4.032 -2.710
C 3.191 -4.357 -1.435
C 2.729 -3.604 -0.370
C 1.878 -2.533 -0.578
O 1.321 -1.852 0.497
C 2.022 -1.697 1.683
C 3.353 -1.306 1.711
C 3.972 -1.103 2.933
C 3.269 -1.276 4.116
C 1.933 -1.650 4.075
C 1.305 -1.863 2.858
H -1.135 1.297 -4.682
H -0.592 1.615 -3.041
H -2.034 0.640 -3.316
H 1.233 0.035 -5.771
H 2.253 -1.080 -4.869
H 2.085 0.588 -4.329
H -1.435 -1.817 -5.379
H -1.820 -2.331 -3.735
H -0.424 -3.012 -4.571
H 1.566 -2.755 -3.913
H 3.080 -4.612 -3.566
H 3.855 -5.194 -1.267
H 3.025 -3.852 0.641
H 3.884 -1.165 0.777
H 5.009 -0.791 2.955
H 3.764 -1.120 5.066
H 1.377 -1.769 4.995
H 0.263 -2.154 2.808
```

Results
- Kohn-Sham gap (eV) = 7.1
- HOMO energy (eV) = -7.88
- max |F| (eV/A) = 0.87

=====

DFT (wB97M-V/def2-TZVPD) results for a structure of composition C25H28AuCl5O2.

```
61
C25H28AuCl5O2 | the Open Molecules 2025 dataset | wB97M-V/def2-TZVPD
O -1.709 2.198 -1.702
C -2.731 1.564 -2.513
C -3.367 2.909 -2.885
H -3.384 0.926 -1.903
H -2.306 1.011 -3.361
C -2.227 3.519 -2.021
H -4.354 3.046 -2.444
H -3.343 3.176 -3.943
C -2.787 4.307 -0.859
H -3.530 3.723 -0.306
H -3.281 5.196 -1.276
H -1.999 4.648 -0.185
C -1.209 4.342 -2.776
H -0.845 3.807 -3.661
H -0.359 4.552 -2.120
H -1.657 5.300 -3.066
Au 1.044 -1.759 0.448
C 3.658 -2.092 -1.013
C 2.359 -2.648 -1.271
C 1.499 -1.542 -1.740
H 2.131 -3.710 -1.388
C 2.359 -0.380 -1.853
C 3.640 -0.722 -1.385
H 4.500 -0.053 -1.383
H 4.544 -2.632 -0.681
H 0.512 -1.672 -2.191
H 2.076 0.580 -2.291
C 2.185 -1.311 2.578
C 3.037 -0.186 2.379
C 2.234 0.983 2.375
H 4.123 -0.209 2.280
C 0.879 0.603 2.526
C 0.804 -0.835 2.573
H -0.076 -1.389 2.885
H 2.507 -2.293 2.889
H 2.596 2.011 2.327
H 0.051 1.290 2.710
O -1.092 2.755 0.932
C 0.191 2.622 0.299
C 0.263 1.304 -0.474
H 1.001 2.630 1.051
H 0.353 3.489 -0.363
C -0.992 0.524 -0.040
H 1.153 0.755 -0.175
H 0.303 1.500 -1.544
C -1.764 1.470 0.872
H -0.701 -0.351 0.553
H -1.605 0.159 -0.864
H -1.821 1.031 1.888
H -2.794 1.652 0.514
Cl 3.100 -4.225 1.429
C 1.416 -4.527 1.651
C 0.456 -3.613 1.237
C -0.885 -3.919 1.389
Cl -2.109 -2.804 0.887
C -1.296 -5.144 1.980
Cl -2.958 -5.501 2.145
C -0.321 -6.045 2.456
Cl -0.768 -7.486 3.254
C 1.049 -5.734 2.284
Cl 2.249 -6.796 2.888
```

Results
- Kohn-Sham gap (alpha / beta) (eV) = 7.8 / 5.0
- HOMO energy (alpha / beta) (eV) = -7.30 / -7.44
- 2S+1 = 3
- expectation value of S² = 2.023
- max |F| (eV/A) = 2.67
- energy above the lowest of the compared OMol25 structures with the same formula, charge and spin (kJ/mol) = 87.6

=====

DFT (wB97M-V/def2-TZVPD) results for a structure of composition C32H48B2CrO28.

```
111
C32H48B2CrO28 | the Open Molecules 2025 dataset | wB97M-V/def2-TZVPD
Cr -0.066 -0.033 0.709
O -4.363 1.607 -0.018
C -3.722 1.788 -0.998
O -4.085 2.384 -2.120
B -2.989 2.363 -3.101
O -1.818 1.757 -2.328
C -2.234 1.411 -1.161
O -1.593 0.955 -0.240
O -2.602 3.704 -3.548
C -2.748 3.786 -4.871
O -2.595 4.745 -5.539
C -3.198 2.392 -5.368
O -3.333 1.609 -4.288
O -3.428 2.071 -6.480
O 1.546 -2.831 -3.105
C 1.517 -1.659 -3.299
O 1.684 -1.026 -4.440
B 1.487 0.432 -4.251
O 1.138 0.561 -2.805
C 1.216 -0.594 -2.226
O 1.097 -0.805 -1.044
O 2.672 1.220 -4.562
C 2.380 2.117 -5.518
O 3.150 2.864 -6.024
C 0.884 1.931 -5.881
O 0.419 0.953 -5.096
O 0.269 2.531 -6.688
O 2.228 -0.182 1.298
C 3.417 -0.169 1.516
O 4.030 0.446 2.509
C 3.327 1.432 3.284
C 3.328 2.760 2.544
C 4.393 -0.923 0.668
H 3.894 1.488 4.210
H 2.325 1.071 3.500
H 2.749 2.678 1.626
H 4.365 2.987 2.284
H 2.980 3.567 3.181
H 4.893 -1.702 1.248
H 5.200 -0.249 0.363
H 3.947 -1.355 -0.220
O -0.187 0.987 2.575
C -0.271 1.589 3.618
O -0.269 0.986 4.789
C -0.084 -0.439 4.771
C -0.132 -0.934 6.205
C -0.477 3.069 3.717
H 0.882 -0.670 4.318
H -0.887 -0.915 4.209
H 0.630 -0.447 6.813
H 0.006 -2.012 6.230
H -1.111 -0.701 6.629
H -0.826 3.440 2.760
H 0.499 3.521 3.913
H -1.110 3.349 4.553
O 0.965 1.982 -0.058
C 1.206 3.024 -0.619
O 2.284 3.238 -1.358
C 3.303 2.222 -1.451
C 4.596 2.776 -0.919
C 0.300 4.219 -0.564
H 3.404 1.968 -2.504
H 3.002 1.313 -0.931
H 4.959 3.591 -1.552
H 5.395 2.031 -0.978
H 4.517 3.165 0.095
H -0.513 4.086 -1.282
H 0.804 5.143 -0.824
H -0.122 4.261 0.440
O -2.277 -0.696 1.777
C -3.377 -1.114 1.987
O -4.339 -0.406 2.576
C -4.024 0.885 3.096
C -3.616 0.820 4.564
C -3.869 -2.450 1.522
H -4.927 1.472 2.962
H -3.227 1.347 2.515
H -3.094 -0.113 4.799
H -4.453 0.861 5.259
H -2.916 1.631 4.764
H -4.173 -3.055 2.377
H -3.067 -2.931 0.966
H -4.732 -2.347 0.869
O -1.390 -2.164 -0.933
C -1.662 -3.077 -1.682
O -1.723 -3.036 -3.005
C -1.743 -1.769 -3.716
C -1.497 -2.084 -5.174
C -1.821 -4.488 -1.221
H -0.985 -1.113 -3.292
H -2.724 -1.305 -3.618
H -1.576 -1.170 -5.758
H -2.286 -2.755 -5.515
H -0.503 -2.490 -5.354
H -1.974 -4.578 -0.146
H -0.924 -5.057 -1.471
H -2.664 -4.973 -1.715
O 0.161 -2.031 1.614
C 0.175 -3.196 1.931
O 0.847 -4.148 1.315
C 1.653 -3.779 0.153
C 2.241 -5.046 -0.417
C -0.531 -3.699 3.165
H 2.410 -3.044 0.421
H 0.994 -3.317 -0.577
H 2.749 -4.816 -1.351
H 1.449 -5.756 -0.658
H 2.957 -5.524 0.253
H -1.592 -3.470 3.090
H -0.096 -3.181 4.016
H -0.381 -4.767 3.289
```

Results
- Kohn-Sham gap (eV) = 8.7
- HOMO energy (eV) = -9.09
- 2S+1 = 5
- expectation value of S² = 6.003
- max |F| (eV/A) = 1.35
- energy above the lowest of the compared OMol25 structures with the same formula, charge and spin (kJ/mol) = 0.0

=====

DFT (wB97M-V/def2-TZVPD) results for a cluster of 3 separate species, C21H21Br2O10PS in total.

```
56
C21H21Br2O10PS | the Open Molecules 2025 dataset | wB97M-V/def2-TZVPD
C -1.274 -1.890 4.631
C -1.648 -3.235 3.862
Br -2.313 -4.758 4.961
C -1.558 -3.406 2.438
Br -2.096 -5.158 1.715
C -1.071 -2.159 1.600
C -1.970 -0.886 1.602
C -1.577 0.378 0.812
C -0.267 0.443 -0.016
P 0.145 2.050 -0.899
O -0.511 2.099 -2.490
O -0.722 3.284 -0.044
S 2.019 2.561 -0.819
C 0.621 -0.819 -0.063
C 0.217 -2.103 0.749
C 1.234 -3.341 0.671
O 0.900 -4.544 0.683
C 2.787 -2.926 0.518
C 3.156 -1.758 -0.219
C 1.983 -0.904 -0.923
O 2.131 -0.398 -2.053
H -1.966 -1.019 4.326
H -0.205 -1.516 4.416
H -1.398 -2.002 5.773
H -2.944 -0.875 2.202
H -2.243 1.298 0.861
H -1.225 2.790 -2.475
H -0.382 3.177 0.884
H 3.569 -3.562 1.041
H 4.253 -1.447 -0.303
C 1.925 -2.450 -4.060
C 2.034 -3.672 -4.945
C 3.409 -3.904 -5.499
O 3.134 -4.630 -6.692
C 1.886 -4.252 -7.097
O 1.408 -4.527 -8.159
O 1.261 -3.518 -6.134
H 0.878 -2.241 -3.825
H 2.473 -2.591 -3.128
H 2.315 -1.561 -4.563
H 1.659 -4.554 -4.414
H 4.039 -4.487 -4.826
H 3.932 -2.981 -5.769
C -1.849 7.380 3.359
C -1.762 6.107 2.546
C -3.092 5.569 2.111
O -2.819 4.179 1.964
C -1.798 3.891 2.820
O -1.433 2.782 3.089
O -1.252 5.030 3.330
H -0.873 7.629 3.783
H -2.188 8.216 2.742
H -2.536 7.266 4.201
H -1.086 6.251 1.695
H -3.431 6.000 1.168
H -3.879 5.688 2.862
```

Results
- SMILES string = C/C(Br)=C(/Br)c1ccc(P(O)(O)=S)c2c1C(=O)C=CC2=O.C[C@@H]1COC(=O)O1.C[C@@H]1COC(=O)O1
- Kohn-Sham gap (eV) = 7.5
- HOMO energy (eV) = -9.03
- max |F| (eV/A) = 4.27

=====

DFT (wB97M-V/def2-TZVPD) results for a structure of composition C35H42BeCl2N2O3P.

```
86
C35H42BeCl2N2O3P | the Open Molecules 2025 dataset | wB97M-V/def2-TZVPD
O 2.308 -3.730 -3.327
C 2.638 -2.575 -3.187
C 3.993 -2.016 -2.907
C 4.766 -1.823 -1.733
H 4.365 -1.544 -0.733
C 6.176 -1.899 -1.873
H 6.870 -1.939 -0.996
C 6.710 -1.942 -3.171
H 7.770 -2.132 -3.314
C 5.913 -1.758 -4.315
H 6.314 -1.757 -5.333
C 4.551 -1.595 -4.101
H 3.895 -1.264 -4.904
H 1.964 -1.735 -3.278
C 0.529 0.595 -2.377
C 1.514 0.536 -1.223
H 0.771 1.404 -3.113
H -0.435 0.821 -1.906
H 0.326 -0.354 -2.902
C 2.723 1.051 -1.142
C 2.694 2.526 -1.042
H 3.713 0.570 -1.074
H 2.879 2.981 -2.009
H 3.310 2.924 -0.238
H 1.661 2.782 -0.806
Be 1.435 -0.326 0.237
Cl 2.831 -0.621 1.426
Cl -0.072 1.369 0.560
H 1.883 -5.506 0.415
H 1.765 -4.345 2.038
C 1.785 -4.756 -0.383
C 1.298 -3.434 1.660
N 1.155 -3.583 0.215
H 1.159 -5.155 -1.177
C 0.646 -2.618 -0.534
O 0.406 -1.450 -0.047
H 0.306 -3.249 2.104
H 0.301 -2.899 -1.542
H 2.794 -4.559 -0.794
H 1.944 -2.568 1.869
H -5.116 0.413 -2.339
H -4.631 -2.715 -3.183
C -4.287 0.296 -3.067
C -3.807 -2.125 -3.618
N -3.532 -0.931 -2.808
H -3.610 1.167 -2.979
C -2.850 -1.036 -1.613
O -2.751 -0.124 -0.782
H -2.905 -2.736 -3.658
H -2.374 -2.066 -1.499
H -4.679 0.200 -4.082
H -4.096 -1.771 -4.617
C 1.326 3.691 5.239
C 1.675 2.470 4.644
C 0.885 1.926 3.632
C -0.289 2.597 3.234
C -0.614 3.845 3.795
C 0.196 4.386 4.790
P -1.378 1.797 2.066
C -2.136 0.361 2.805
C -1.806 -0.963 2.471
C -2.407 -2.025 3.155
C -3.364 -1.794 4.149
C -3.716 -0.473 4.482
C -3.104 0.599 3.817
C -2.488 2.773 1.042
C -3.747 2.256 0.665
C -4.530 2.969 -0.248
C -4.058 4.162 -0.805
C -2.796 4.644 -0.455
C -2.001 3.954 0.450
H 1.939 4.106 6.043
H 2.575 1.946 4.976
H 1.192 0.995 3.149
H -1.494 4.386 3.443
H -0.052 5.357 5.220
H -1.117 -1.153 1.652
H -2.146 -3.052 2.915
H -3.851 -2.619 4.681
H -4.470 -0.266 5.252
H -3.391 1.635 4.060
H -4.104 1.316 1.083
H -5.515 2.574 -0.510
H -4.687 4.709 -1.506
H -2.432 5.565 -0.895
H -1.012 4.324 0.708
```

Results
- Kohn-Sham gap (alpha / beta) (eV) = 2.5 / 2.5
- HOMO energy (alpha / beta) (eV) = -0.34 / -0.38
- charge = -1
- max |F| (eV/A) = 5.50

=====

DFT (wB97M-V/def2-TZVPD) results for a cluster of 3 separate species, C5H12NO in total.

```
19
C5H12NO | the Open Molecules 2025 dataset | wB97M-V/def2-TZVPD
C -3.128 0.753 0.001
N -2.393 -0.508 -0.162
C 0.095 0.063 -0.061
C 0.554 -0.792 -1.015
C 2.513 -0.237 -0.335
O 2.750 0.907 0.097
C 0.211 -0.198 1.419
H -2.720 1.233 0.913
H -3.011 1.502 -0.811
H -4.196 0.596 0.210
H -2.611 -0.654 -1.155
H -0.699 0.735 -0.343
H 0.464 -0.414 -2.030
H 0.848 -1.822 -0.923
H 2.889 -0.584 -1.322
H 2.731 -1.061 0.369
H 0.272 -1.295 1.505
H 1.129 0.247 1.809
H -0.686 0.128 1.938
```

Results
- Kohn-Sham gap (alpha / beta) (eV) = 9.3 / 8.0
- HOMO energy (alpha / beta) (eV) = -8.81 / -8.88
- 2S+1 = 2
- expectation value of S² = 0.759
- max |F| (eV/A) = 4.77
- energy above the lowest of the compared OMol25 structures with the same formula, charge and spin (kJ/mol) = 368.7